{"formula": "C43H38F6N2O4P2ReS2", "method": "ωB97M-V with the def2-TZVPD basis set", "total_charge": 1, "max_force_ha_per_bohr": 0.0111, "lumo_energy_ev": -5.10, "de_lowest_kcal_mol": 54.2, "e_tot_ev": -115053.8516, "homo_lumo_gap_ha": 0.174, "species": ["Re", "F", "C", "F", "F", "S", "O", "O", "N", "S", "O", "O", "C", "F", "F", "F", "N", "P", "C", "C", "C", "C", "C", "C", "C", "C", "C", "C", "C", "C", "P", "C", "C", "C", "C", "C", "C", "C", "C", "C", "C", "C", "C", "H", "H", "H", "H", "H", "H", "H", "H", "H", "H", "H", "H", "H", "H", "H", "H", "H", "H", "H", "H", "H", "C", "C", "C", "C", "C", "C", "C", "C", "C", "C", "H", "H", "H", "H", "H", "H", "H", "H", "H", "H", "H", "H", "C", "C", "C", "C", "C", "C", "C", "H", "H", "H", "H", "H"], "coordinates": [[-0.2109, -0.5599, -0.4961], [-1.6265, -4.7690, -1.8609], [-0.9164, -4.6332, -0.7506], [0.2876, -4.1743, -1.0434], [-0.8131, -5.8006, -0.1424], [-1.7923, -3.4377, 0.4145], [-0.8044, -2.3957, 0.7459], [-2.2662, -4.2336, 1.4911], [-2.9951, -2.8226, -0.4158], [-2.6962, -1.5486, -1.2634], [-1.5437, -1.6576, -2.1570], [-2.6745, -0.3083, -0.4936], [-4.1893, -1.4698, -2.3395], [-5.2671, -1.3049, -1.5850], [-4.0418, -0.4212, -3.1407], [-4.2939, -2.5742, -3.0509], [1.3066, 2.0683, 0.0143], [0.2659, 1.5422, -1.2944], [-0.9976, 2.8464, -1.3153], [-0.7053, 4.1366, -0.8771], [-1.6695, 5.1295, -0.9431], [-2.9297, 4.8448, -1.4543], [-3.2218, 3.5665, -1.9057], [-2.2581, 2.5696, -1.8360], [1.2081, 1.8563, -2.8061], [2.2080, 2.8225, -2.8799], [2.8819, 3.0303, -4.0742], [2.5416, 2.2948, -5.2020], [1.5311, 1.3456, -5.1366], [0.8727, 1.1190, -3.9376], [0.7187, 0.7937, 1.0490], [-0.4099, 1.8701, 2.0921], [-1.7071, 1.4622, 2.4986], [-2.5584, 2.3781, 3.1571], [-2.1395, 3.6643, 3.4156], [-0.8659, 4.0518, 3.0252], [-0.0152, 3.1628, 2.3734], [1.9967, 0.5578, 2.3247], [1.8801, -0.5708, 3.1342], [2.7889, -0.8010, 4.1554], [3.8294, 0.0930, 4.3671], [3.9535, 1.2173, 3.5627], [3.0374, 1.4544, 2.5483], [2.2859, 1.9202, -0.2167], [0.2748, 4.3586, -0.4735], [-1.4374, 6.1301, -0.6020], [-3.6795, 5.6233, -1.5082], [-4.1973, 3.3435, -2.3180], [-2.4877, 1.5765, -2.1940], [2.4631, 3.4184, -2.0108], [3.6682, 3.7717, -4.1267], [3.0667, 2.4620, -6.1331], [1.2670, 0.7711, -6.0146], [0.1082, 0.3514, -3.8744], [-1.3734, -0.6542, 2.3262], [-3.5175, 2.0385, 3.5239], [-2.7898, 4.3552, 3.9337], [-0.5277, 5.0613, 3.2230], [0.9580, 3.5030, 2.0455], [1.0952, -1.2976, 2.9451], [2.6944, -1.6831, 4.7751], [4.5474, -0.0897, 5.1553], [4.7669, 1.9121, 3.7248], [3.1437, 2.3416, 1.9355], [3.1983, -1.2709, -2.9329], [2.8410, -1.3384, -1.4438], [3.6504, -0.2644, -0.7209], [1.3321, -1.2555, -1.2920], [3.1516, -2.7187, -0.8429], [3.5712, -3.8005, -1.6084], [3.7922, -5.0424, -1.0231], [3.5940, -5.2234, 0.3352], [3.1759, -4.1490, 1.1108], [2.9558, -2.9150, 0.5242], [2.9941, -0.2720, -3.3177], [2.6221, -1.9836, -3.5250], [4.2595, -1.4797, -3.0821], [3.5357, 0.7013, -1.2213], [4.7112, -0.5205, -0.7504], [3.3749, -0.1761, 0.3268], [0.9326, -2.0275, -1.9862], [3.7327, -3.6905, -2.6715], [4.1218, -5.8703, -1.6376], [3.7672, -6.1906, 0.7886], [3.0209, -4.2747, 2.1756], [2.6157, -2.0903, 1.1357], [-2.1333, 0.1202, 2.3767], [-3.4722, -0.3300, 2.4246], [-3.7213, -1.6503, 2.8465], [-5.0150, -2.1180, 2.9279], [-6.0644, -1.2925, 2.5400], [-5.8341, 0.0051, 2.0817], [-4.5497, 0.4954, 2.0344], [-2.8910, -2.2870, 3.1180], [-5.2080, -3.1280, 3.2600], [-7.0786, -1.6689, 2.5769], [-6.6628, 0.6170, 1.7532], [-4.3485, 1.4805, 1.6353]], "forces_ev_per_angstrom": [[0.051, 0.305, 0.481], [0.015, -0.016, 0.000], [-0.024, 0.000, 0.021], [-0.021, -0.019, -0.005], [0.015, 0.028, -0.024], [-0.069, -0.019, 0.011], [-0.077, 0.007, -0.059], [-0.040, 0.063, 0.090], [0.087, -0.030, -0.024], [-0.232, -0.188, -0.231], [-0.085, -0.022, -0.060], [0.020, 0.052, 0.057], [-0.038, -0.008, 0.104], [0.028, -0.013, -0.036], [-0.013, -0.019, 0.002], [0.006, 0.040, 0.002], [-0.058, -0.135, -0.074], [0.214, 0.110, -0.087], [0.015, 0.025, -0.008], [-0.017, 0.013, 0.052], [-0.029, 0.002, -0.011], [0.010, 0.014, 0.008], [0.010, -0.034, -0.004], [0.003, 0.046, -0.008], [-0.058, -0.018, -0.020], [-0.007, 0.010, 0.011], [0.004, -0.001, 0.005], [-0.005, -0.002, 0.004], [-0.006, 0.012, 0.003], [-0.031, 0.005, -0.033], [-0.025, 0.086, 0.015], [-0.069, -0.021, 0.007], [0.047, 0.042, -0.051], [0.047, 0.131, 0.109], [-0.070, -0.016, -0.010], [0.078, 0.014, -0.042], [-0.009, 0.031, 0.068], [-0.035, -0.153, -0.037], [0.006, -0.062, -0.048], [0.029, 0.025, 0.006], [-0.021, -0.016, 0.003], [-0.004, 0.010, -0.013], [0.012, 0.064, 0.041], [0.039, 0.073, 0.016], [-0.005, -0.018, -0.010], [0.003, 0.002, 0.001], [-0.002, 0.000, -0.001], [-0.003, 0.004, 0.001], [-0.016, -0.073, -0.010], [0.000, -0.003, 0.001], [0.001, -0.002, -0.002], [-0.001, 0.002, 0.000], [0.001, -0.001, 0.000], [0.006, -0.001, 0.011], [0.031, -0.004, -0.009], [0.134, 0.059, 0.091], [0.007, 0.000, 0.011], [0.002, -0.003, 0.005], [-0.025, -0.001, 0.004], [-0.028, 0.020, -0.023], [0.000, 0.002, -0.001], [0.002, 0.003, 0.002], [0.003, -0.001, -0.002], [-0.001, -0.015, -0.030], [0.015, -0.004, -0.027], [-0.008, 0.004, -0.034], [0.035, -0.013, 0.045], [0.395, -0.142, -0.140], [0.001, 0.011, 0.035], [-0.016, 0.004, -0.015], [0.004, 0.005, -0.009], [0.003, 0.012, 0.015], [0.009, -0.019, 0.006], [-0.002, -0.019, -0.002], [0.024, -0.026, 0.010], [-0.011, 0.008, -0.004], [-0.001, -0.003, 0.014], [-0.012, -0.009, 0.000], [-0.006, 0.010, -0.037], [-0.034, 0.028, 0.041], [-0.074, 0.012, 0.033], [0.003, -0.006, -0.003], [0.000, 0.001, -0.001], [-0.003, 0.000, -0.003], [0.000, -0.001, -0.007], [-0.016, 0.037, 0.004], [-0.004, -0.072, 0.083], [0.018, 0.045, 0.020], [0.001, 0.001, -0.093], [-0.001, -0.020, -0.029], [-0.019, 0.008, 0.012], [-0.012, 0.013, 0.026], [-0.074, -0.117, -0.138], [0.037, -0.048, 0.004], [0.001, -0.004, 0.014], [0.000, -0.004, -0.009], [-0.002, -0.002, 0.001], [-0.056, -0.079, -0.083]], "mulliken_charge": [1.2975, -0.2369, 0.5417, 0.0098, -0.2060, 1.0653, -0.5359, -0.6863, -0.6418, 0.9868, -0.7301, -0.6318, 0.3927, -0.1717, -0.1763, -0.1814, 0.0107, -1.2345, 0.7451, -0.3834, -0.7096, -0.5891, -0.7617, -0.3374, 0.8812, -0.2226, -0.8308, -0.6003, -0.5702, -0.4863, -0.3227, 0.8302, 0.1130, -0.6602, -1.1714, -0.6431, -0.7862, 0.7369, -0.6428, -0.5445, -0.6744, -0.8746, -0.3104, 0.4222, 0.2666, 0.4604, 0.4320, 0.4963, 0.2850, 0.3635, 0.4556, 0.4033, 0.4581, 0.2805, 0.6324, 0.7483, 0.4600, 0.4839, 0.3426, 0.3611, 0.4919, 0.4135, 0.4662, 0.2676, -2.0761, 4.1597, -1.6989, 0.0485, -1.2014, -0.4252, -0.8766, -0.6259, -0.7242, 0.3724, 0.0075, 0.5075, 0.5976, 0.3670, 0.4749, 0.3679, 0.5354, 0.4107, 0.4048, 0.4237, 0.4306, 0.2265, 0.0217, 0.8199, -0.4401, -0.8811, -0.4231, -1.0324, -0.3055, 0.5441, 0.4713, 0.4330, 0.4392, 0.5994]}